{
  "formula": "C6H15N2",
  "method": "ωB97M-V/def2-TZVPD",
  "elements": ["C", "C", "C", "N", "C", "C", "C", "N", "H", "H", "H", "H", "H", "H", "H", "H", "H", "H", "H", "H", "H", "H", "H"],
  "positions_angstrom": [[-0.8571, -0.3943, 1.5466], [-1.4056, 0.7768, 0.7241], [-0.5392, 1.6467, -0.0966], [1.1357, -1.0726, -2.0560], [0.2598, -0.0767, -1.6358], [0.6087, 0.7971, -0.6421], [2.0083, 0.8361, -0.0352], [-0.9822, -1.7960, 0.8803], [0.2901, -0.1742, 2.0102], [-1.4543, -0.4714, 2.4382], [-2.1977, 0.4626, 0.0897], [-1.9961, 1.3453, 1.4746], [-1.1138, 2.3088, -0.6897], [-0.2561, 2.4946, 0.6440], [0.8376, -1.6213, -2.9196], [2.2623, -1.0020, -2.1444], [-0.7005, -0.0965, -2.0069], [2.4167, 1.9068, -0.0596], [2.6680, 0.2249, -0.6349], [2.0832, 0.3959, 1.0469], [-1.0000, -2.6276, 1.4588], [-0.2243, -1.9763, 0.2161], [-1.8437, -1.8866, 0.3912]],
  "e_homo_ev": [-2.018, -8.031],
  "e_above_lowest_kcal_mol": 113.0,
  "fmax_ev_per_a": 4.743,
  "multiplicity": 2,
  "lumo_energy_ev": [0.18, 0.41],
  "homo_lumo_gap_ha": [0.0808, 0.3102]
}

=====

{
  "formula": "C2H8NO2",
  "method": "ωB97M-V/def2-TZVPD",
  "elements": ["C", "C", "N", "O", "O", "H", "H", "H", "H", "H", "H", "H", "H"],
  "positions_angstrom": [[1.3589, -0.0096, 0.4927], [-0.1637, 0.2015, -0.3364], [-1.0967, -0.7242, 0.4091], [0.0243, -0.2435, -1.6187], [-0.6641, 1.4827, -0.3500], [1.2256, -0.9279, 1.0928], [2.1411, -0.2316, -0.2743], [1.4989, 0.7697, 1.2468], [-1.9122, -0.8740, -0.0647], [-1.2631, -0.4546, 1.4856], [-0.5357, -1.5576, 0.3856], [-0.5360, 0.3512, -2.2318], [-0.0774, 2.2178, -0.2369]],
  "charge": 1,
  "smiles": "CC([NH3+])(O)O",
  "e_homo_ev": -15.968,
  "e_above_lowest_kcal_mol": 43.4,
  "fmax_ev_per_a": 5.179,
  "multiplicity": 1,
  "lumo_energy_ev": -3.85,
  "homo_lumo_gap_ha": 0.4453
}

=====

{
  "formula": "C10H14NO2",
  "method": "ωB97M-V/def2-TZVPD",
  "elements": ["C", "O", "N", "C", "C", "C", "C", "C", "C", "C", "C", "C", "O", "H", "H", "H", "H", "H", "H", "H", "H", "H", "H", "H", "H", "H", "H"],
  "positions_angstrom": [[1.2781, -2.8358, 2.0204], [1.3008, -2.5343, 0.5936], [0.3635, -1.7135, 0.0912], [-0.8667, -1.6536, 0.5110], [-1.9414, -0.9569, -0.1569], [-1.8004, -0.1146, -1.2174], [-0.3830, 0.1591, -1.6370], [0.7897, -0.5244, -1.0427], [0.4460, 0.9114, -0.7144], [1.2848, 2.0162, -1.4796], [-0.0146, 1.2711, 0.6295], [-0.8475, 2.5471, 0.6883], [0.2446, 0.6498, 1.6177], [1.5607, -3.8918, 2.1081], [0.2987, -2.6382, 2.4364], [1.9737, -2.2381, 2.5299], [-1.1326, -2.3553, 1.2858], [-2.9999, -1.1373, 0.2504], [-2.5474, 0.4836, -1.7928], [-0.2598, 0.2998, -2.7240], [1.6608, -0.8111, -1.5380], [2.0197, 1.6622, -2.1505], [1.8288, 2.4320, -0.6685], [0.6768, 2.8657, -1.8217], [-0.1401, 3.3450, 0.8256], [-1.4588, 2.2668, 1.6569], [-1.3345, 2.4953, -0.3014]],
  "charge": 1,
  "smiles": "CO[N+]1=CC=C[C@@H]2[C@H]1[C@]2(C)C(C)=O",
  "e_homo_ev": -13.409,
  "e_above_lowest_kcal_mol": 135.1,
  "fmax_ev_per_a": 4.206,
  "multiplicity": 1,
  "lumo_energy_ev": -4.73,
  "homo_lumo_gap_ha": 0.3191
}

=====

{
  "formula": "C72H160BrN8",
  "method": "ωB97M-V/def2-TZVPD",
  "elements": ["C", "C", "C", "C", "N", "C", "C", "C", "C", "C", "H", "H", "H", "H", "H", "H", "H", "H", "H", "H", "H", "H", "H", "H", "H", "H", "H", "H", "H", "H", "C", "C", "C", "C", "N", "C", "C", "C", "C", "C", "H", "H", "H", "H", "H", "H", "H", "H", "H", "H", "H", "H", "H", "H", "H", "H", "H", "H", "H", "H", "C", "C", "C", "C", "N", "C", "C", "C", "C", "C", "H", "H", "H", "H", "H", "H", "H", "H", "H", "H", "H", "H", "H", "H", "H", "H", "H", "H", "H", "H", "C", "C", "C", "C", "N", "C", "C", "C", "C", "C", "H", "H", "H", "H", "H", "H", "H", "H", "H", "H", "H", "H", "H", "H", "H", "H", "H", "H", "H", "H", "C", "C", "C", "C", "N", "C", "C", "C", "C", "C", "H", "H", "H", "H", "H", "H", "H", "H", "H", "H", "H", "H", "H", "H", "H", "H", "H", "H", "H", "H", "C", "C", "C", "C", "N", "C", "C", "C", "C", "C", "H", "H", "H", "H", "H", "H", "H", "H", "H", "H", "H", "H", "H", "H", "H", "H", "H", "H", "H", "H", "C", "C", "C", "C", "N", "C", "C", "C", "C", "C", "H", "H", "H", "H", "H", "H", "H", "H", "H", "H", "H", "H", "H", "H", "H", "H", "H", "H", "H", "H", "C", "C", "C", "C", "N", "C", "C", "C", "C", "C", "H", "H", "H", "H", "H", "H", "H", "H", "H", "H", "H", "H", "H", "H", "H", "H", "H", "H", "H", "H", "Br"],
  "positions_angstrom": [[-9.4782, -3.5441, -4.8073], [-8.6489, -4.3304, -5.8453], [-8.6941, -3.8427, -7.2574], [-10.1016, -3.9277, -7.8489], [-10.3046, -3.3168, -9.2382], [-11.6231, -3.7378, -9.8871], [-11.8514, -2.5907, -10.9351], [-11.5527, -1.3358, -10.1810], [-10.4462, -1.7770, -9.1947], [-9.1225, -3.7397, -10.1000], [-9.2215, -3.9001, -3.8117], [-10.5449, -3.7628, -4.8781], [-9.2458, -2.4961, -4.9987], [-8.6687, -5.4121, -5.6946], [-7.6204, -4.1898, -5.4915], [-8.1041, -4.5106, -7.8906], [-8.2160, -2.8654, -7.3768], [-10.9030, -3.5375, -7.2223], [-10.3079, -4.9902, -7.9937], [-11.4630, -4.6851, -10.3977], [-12.2979, -3.8016, -9.0363], [-11.3443, -2.6692, -11.8985], [-12.8788, -2.7926, -11.2513], [-11.1963, -0.5602, -10.8579], [-12.4712, -0.9638, -9.7295], [-9.4958, -1.2901, -9.4156], [-10.6410, -1.4926, -8.1612], [-9.0031, -4.8164, -10.1911], [-8.1876, -3.3548, -9.6947], [-9.1509, -3.2479, -11.0724], [-6.6657, 3.1209, -21.4711], [-6.7841, 3.6622, -22.8802], [-5.6610, 3.2302, -23.8823], [-5.9369, 3.9532, -25.2165], [-5.0140, 3.6285, -26.3804], [-5.2081, 2.2414, -26.9887], [-4.1164, 1.3521, -26.3591], [-2.9544, 2.2816, -26.0176], [-3.5350, 3.7006, -26.1755], [-5.5273, 4.6550, -27.4398], [-7.3763, 3.6659, -20.8449], [-5.6711, 3.2082, -21.0317], [-7.0310, 2.0969, -21.3394], [-6.7265, 4.7401, -22.7101], [-7.7359, 3.4573, -23.3693], [-5.6978, 2.1405, -23.8832], [-4.6645, 3.5421, -23.5590], [-5.9379, 5.0402, -25.2316], [-6.9223, 3.6155, -25.5393], [-5.0334, 2.3374, -28.0572], [-6.2046, 1.9227, -26.6933], [-3.8893, 0.4998, -26.9926], [-4.4957, 1.0726, -25.3757], [-2.1308, 2.1216, -26.7132], [-2.5481, 2.1135, -25.0205], [-2.9743, 4.1402, -27.0015], [-3.3077, 4.4315, -25.3976], [-5.2288, 5.6312, -27.0629], [-6.5943, 4.5250, -27.5980], [-5.0478, 4.5804, -28.4158], [-12.1399, 2.6604, -15.7454], [-12.2037, 1.4717, -14.7527], [-11.8571, 0.1856, -15.4933], [-13.1363, -0.5311, -16.0395], [-13.0967, -2.0895, -16.0924], [-11.8977, -2.5743, -16.8969], [-12.1850, -2.2551, -18.3617], [-13.7337, -2.2604, -18.4731], [-14.2746, -2.4445, -17.0238], [-13.1218, -2.6479, -14.7020], [-12.2871, 3.6028, -15.2218], [-12.7616, 2.5755, -16.6393], [-11.1765, 2.7436, -16.2626], [-13.1704, 1.5200, -14.2488], [-11.5031, 1.7451, -13.9597], [-11.2005, -0.4723, -14.9132], [-11.1473, 0.4924, -16.2653], [-13.2649, -0.2392, -17.0789], [-14.0390, -0.2953, -15.4804], [-11.7859, -3.6478, -16.7455], [-10.9861, -2.0976, -16.5375], [-11.6347, -2.9280, -19.0163], [-11.8431, -1.2550, -18.6290], [-14.2447, -3.0645, -18.9988], [-14.0997, -1.2861, -18.7870], [-14.4336, -3.4431, -16.6137], [-15.0733, -1.7688, -16.7266], [-14.1112, -2.4587, -14.2873], [-12.4280, -2.0652, -14.1010], [-12.8913, -3.6956, -14.8799], [-3.7334, -1.6562, -14.1736], [-3.9463, -3.1600, -14.0768], [-4.4888, -3.5000, -12.7013], [-4.3314, -4.9816, -12.2809], [-5.6120, -5.8220, -12.4934], [-6.7383, -5.4638, -11.4519], [-6.6459, -6.6662, -10.4868], [-5.5304, -7.5887, -10.8458], [-5.2386, -7.3356, -12.3498], [-6.2242, -5.7193, -13.8955], [-2.8838, -1.2294, -13.6340], [-4.4989, -0.9392, -13.8594], [-3.5295, -1.3297, -15.1978], [-2.9826, -3.6573, -14.1972], [-4.5926, -3.4702, -14.8992], [-5.5550, -3.2605, -12.6199], [-4.0448, -2.8848, -11.9175], [-4.1315, -5.0670, -11.2147], [-3.5533, -5.4458, -12.8837], [-7.6243, -5.4463, -12.0821], [-6.5490, -4.4767, -11.0374], [-7.5731, -7.2453, -10.5484], [-6.7640, -6.2841, -9.4708], [-5.8346, -8.6320, -10.8072], [-4.6315, -7.3346, -10.2864], [-5.8860, -7.9641, -12.9527], [-4.1644, -7.4451, -12.4612], [-5.3222, -5.8209, -14.5006], [-6.5579, -4.6957, -14.0545], [-6.9496, -6.4976, -14.1049], [-7.2268, 1.0982, -11.2318], [-8.4019, 0.7189, -12.1219], [-8.2456, 1.4137, -13.5161], [-7.0097, 0.8903, -14.2453], [-6.7544, 1.4722, -15.6416], [-5.3336, 1.2255, -16.1032], [-5.3883, 1.1804, -17.6261], [-6.8800, 1.0961, -18.0192], [-7.6446, 0.7774, -16.6987], [-7.0603, 2.9838, -15.6594], [-6.2751, 0.6933, -11.5762], [-7.3614, 0.6417, -10.2398], [-7.0183, 2.1205, -10.9147], [-9.4099, 0.9836, -11.7993], [-8.4603, -0.3595, -12.2959], [-8.1009, 2.4951, -13.4797], [-9.1463, 1.3004, -14.1269], [-7.0215, -0.1926, -14.3994], [-6.1103, 1.0705, -13.6536], [-4.7587, 2.0027, -15.5991], [-5.1267, 0.2069, -15.7809], [-4.9222, 2.0027, -18.1682], [-4.8122, 0.3051, -17.9287], [-7.1666, 1.9646, -18.6120], [-7.0310, 0.3237, -18.7760], [-8.6347, 1.2196, -16.6341], [-7.5627, -0.2812, -16.4625], [-8.1307, 3.1674, -15.6619], [-6.7269, 3.2178, -16.6708], [-6.3815, 3.3817, -14.9171], [-3.0579, -2.7705, -3.6758], [-4.4258, -2.0457, -3.7375], [-4.3466, -0.6719, -4.4494], [-4.2126, -0.7965, -5.9614], [-4.7505, 0.4765, -6.6200], [-4.1554, 0.6330, -8.0699], [-4.1206, 2.1121, -8.4407], [-4.1999, 2.8247, -7.1019], [-4.2354, 1.7834, -6.0081], [-6.2639, 0.5827, -6.7751], [-2.2621, -2.1195, -3.3188], [-2.7249, -3.0421, -4.6817], [-3.3430, -3.6637, -3.1249], [-4.7014, -1.8819, -2.6958], [-5.0958, -2.7860, -4.1789], [-3.5238, -0.1677, -3.9429], [-5.2420, -0.0821, -4.2405], [-4.7941, -1.5442, -6.5077], [-3.2008, -1.0273, -6.2958], [-4.8244, 0.1083, -8.7510], [-3.1580, 0.2010, -8.0527], [-4.9586, 2.5135, -9.0106], [-3.2132, 2.4779, -8.9149], [-5.0703, 3.4516, -6.9154], [-3.2453, 3.3170, -6.9201], [-4.9200, 2.0119, -5.1909], [-3.2779, 1.5806, -5.5305], [-6.6841, 0.4884, -5.7774], [-6.6069, -0.1303, -7.5228], [-6.4817, 1.5478, -7.2306], [-1.8029, -3.3655, -20.7049], [-0.6672, -2.2976, -20.5230], [-1.0056, -0.8879, -20.9889], [0.1300, 0.0550, -21.2391], [-0.2175, 1.3481, -21.9373], [0.8511, 2.4720, -21.7245], [0.0310, 3.7659, -21.6345], [-1.3251, 3.4262, -22.2164], [-1.5413, 2.0309, -21.6073], [-0.1942, 0.9981, -23.4505], [-2.6958, -2.9287, -20.2308], [-1.5728, -4.2615, -20.1387], [-2.2592, -3.4053, -21.6942], [0.1899, -2.7275, -21.0420], [-0.4885, -2.2955, -19.4464], [-1.7430, -0.3901, -20.3509], [-1.6024, -1.0543, -21.8943], [0.9353, -0.3996, -21.8210], [0.7157, 0.2622, -20.3397], [1.4849, 2.4510, -22.6057], [1.3863, 2.2265, -20.8111], [0.4138, 4.5189, -22.3254], [-0.0212, 4.2401, -20.6572], [-1.3503, 3.5424, -23.2960], [-2.0589, 4.0528, -21.7069], [-2.3710, 1.5007, -22.0698], [-1.4919, 2.1163, -20.5228], [-0.4962, 1.7739, -24.1455], [-0.8140, 0.1051, -23.4216], [0.8297, 0.7227, -23.6945], [-9.7736, 4.0292, -11.2404], [-9.6957, 3.7335, -9.7378], [-9.3565, 5.0246, -8.9770], [-9.3778, 4.8510, -7.4716], [-9.1983, 6.1098, -6.6264], [-9.1812, 5.7674, -5.1687], [-9.4680, 7.0547, -4.4214], [-10.4564, 7.7872, -5.3901], [-10.4847, 6.9685, -6.7031], [-8.0853, 6.9942, -7.1963], [-9.9671, 3.1273, -11.8284], [-8.8746, 4.3063, -11.7998], [-10.5060, 4.8208, -11.3943], [-9.0121, 2.8840, -9.6333], [-10.6638, 3.2801, -9.5111], [-10.0562, 5.7984, -9.3018], [-8.3835, 5.4486, -9.2311], [-8.5138, 4.2847, -7.1115], [-10.2937, 4.3456, -7.1655], [-8.2563, 5.2652, -4.8760], [-9.9404, 5.0545, -4.8415], [-8.6028, 7.7153, -4.3857], [-9.8355, 6.8827, -3.4137], [-10.1793, 8.8327, -5.4985], [-11.5113, 7.7529, -5.1163], [-10.5185, 7.5836, -7.5997], [-11.3049, 6.2536, -6.7330], [-8.1930, 7.9028, -6.6051], [-8.2564, 7.3760, -8.1999], [-7.1870, 6.3955, -7.0733], [-4.4769, 3.5071, -12.7352]],
  "charge": 7,
  "e_homo_ev": -17.568,
  "e_above_lowest_kcal_mol": 0.0,
  "fmax_ev_per_a": 3.494,
  "multiplicity": 1,
  "lumo_energy_ev": -12.12,
  "homo_lumo_gap_ha": 0.2004
}

=====

{
  "formula": "C3H4HgO3",
  "method": "ωB97M-V/def2-TZVPD",
  "elements": ["H", "O", "O", "C", "C", "O", "C", "H", "H", "H", "Hg"],
  "positions_angstrom": [[2.8851, -1.1965, 0.1293], [-1.2880, 1.9921, 0.1742], [2.0959, 0.6499, 0.3862], [2.1810, -0.4267, -0.2286], [-1.5289, -0.6288, -0.2126], [-2.3249, -0.1189, 0.8573], [-1.1671, 0.6884, 0.5325], [1.7766, -0.4905, -1.2545], [-1.2898, -1.6903, -0.0641], [-1.8711, -0.4374, -1.2401], [0.5311, 1.6588, 0.9205]],
  "e_homo_ev": [-6.629, -7.751],
  "e_above_lowest_kcal_mol": 141.8,
  "fmax_ev_per_a": 5.655,
  "multiplicity": 1,
  "lumo_energy_ev": [-1.02, -1.08],
  "homo_lumo_gap_ha": [0.2060, 0.2453]
}